Density functional theory data (ωB97M-V/def2-TZVPD) for one molecule with the formula C7H6IN3O.

Geometry (Å):
C1 2.2407 -0.8454 0.0079
C2 1.5377 -1.8038 0.7674
C3 1.5693 0.1309 -0.6099
C4 0.2113 -1.6249 1.0559
C5 0.2116 0.3806 -0.3775
C6 -0.4225 -0.4612 0.5596
C7 -0.4906 1.3390 -1.1256
N1 -2.2337 1.0333 0.7560
N2 -1.7856 -0.2249 0.7131
N3 -1.6894 1.9043 0.0241
O1 -1.9021 3.1471 0.0401
I1 -1.6634 0.6217 -2.7747
H1 3.1812 -1.0111 -0.2183
H2 2.0567 -2.6877 1.1731
H3 2.2334 0.6482 -1.3401
H4 -0.4988 -2.2056 1.5105
H5 -0.0623 2.3703 -1.4047
H6 -2.4934 -0.7108 1.2431

The value obtained for the energy relative to the best compared isomer or geometry (same formula, charge and spin) is 44.7 kJ/mol. The structure (SMILES) is [O-][N+]1=NNc2ccccc2[C@H]1I. The gap between HOMO and LUMO (alpha / beta) comes out at 8.16 / 8.16 eV. The highest occupied orbital energy (alpha / beta) comes out at -8.30 / -8.30 eV. The calculation puts the total energy at -21969.9815 eV.